Entry one
{"formula": "C3H2O3", "method": "ωB97M-V/def2-TZVPD", "smiles": "O=CC(=O)C=O", "orbital_gap_ha": 0.3524, "species": ["O", "O", "O", "C", "C", "C", "H", "H"], "xyz": [[-1.555, 0.490, 1.384], [-0.159, -1.684, -0.442], [1.758, 0.651, -1.136], [-1.296, 0.251, 0.231], [1.341, 0.146, -0.121], [-0.035, -0.522, -0.138], [1.908, 0.146, 0.824], [-1.962, 0.522, -0.602]], "nbo_charge": [-0.47, -0.45, -0.46, 0.35, 0.35, 0.39, 0.14, 0.14]}

Entry two
{"formula": "C3H2O3", "method": "ωB97M-V/def2-TZVPD", "orbital_gap_ha": 0.3820, "species": ["O", "O", "O", "C", "C", "C", "H", "H"], "xyz": [[-0.929, 0.072, -0.458], [0.539, 0.437, 1.166], [-1.468, 1.556, 1.181], [-0.734, 0.779, 0.671], [1.112, -0.574, 0.497], [0.247, -0.674, -0.666], [0.099, -1.528, -1.321], [1.133, -0.069, -1.069]], "nbo_charge": [-0.46, -0.49, -0.52, 0.95, 0.25, -0.23, 0.25, 0.25]}

Which of them is the most stable? Correct choice: entry one.

Entry one
{"formula": "C4H8N2O", "method": "ωB97M-V/def2-TZVPD", "smiles": "[H]/N=C1\\O[C@H]1N1CC1.[H][H]", "orbital_gap_ha": 0.3922, "species": ["O", "N", "N", "C", "C", "C", "C", "H", "H", "H", "H", "H", "H", "H", "H"], "xyz": [[1.572, 1.129, -0.219], [2.211, -1.004, -1.267], [-0.634, -0.025, 0.366], [-1.382, 0.590, -0.697], [-1.659, 0.914, 0.737], [0.735, 0.098, 0.559], [1.663, -0.184, -0.494], [-2.503, 0.452, 1.241], [-0.266, -2.616, -0.056], [0.348, -2.660, -0.475], [-2.030, -0.077, -1.260], [-1.389, 1.908, 1.087], [-0.899, 1.374, -1.280], [1.049, 0.036, 1.597], [2.846, -0.538, -1.916]], "nbo_charge": [-0.50, -0.68, -0.41, -0.24, -0.24, 0.17, 0.53, 0.21, -0.02, 0.01, 0.21, 0.20, 0.21, 0.21, 0.36]}

Entry two
{"formula": "C4H8N2O", "method": "ωB97M-V/def2-TZVPD", "orbital_gap_ha": 0.3927, "species": ["O", "N", "N", "C", "C", "C", "C", "H", "H", "H", "H", "H", "H", "H", "H"], "xyz": [[-0.493, 1.112, -1.049], [1.609, 1.935, -0.262], [1.125, -0.968, 0.965], [-0.760, -0.285, -0.685], [0.744, -0.458, -0.327], [-1.750, -0.372, 0.451], [0.774, 1.039, -0.540], [1.470, -0.216, 1.552], [-2.096, -1.401, 0.585], [1.239, 2.857, -0.496], [1.864, -1.655, 0.889], [-1.090, -0.832, -1.574], [1.270, -0.970, -1.140], [-1.291, -0.051, 1.391], [-2.616, 0.264, 0.239]], "nbo_charge": [-0.50, -0.70, -0.83, 0.09, -0.15, -0.64, 0.56, 0.38, 0.22, 0.36, 0.37, 0.18, 0.21, 0.22, 0.22]}

Entry three
{"formula": "C4H8N2O", "method": "ωB97M-V/def2-TZVPD", "smiles": "C1C[C@H]2NNO[C@@H]12", "orbital_gap_ha": 0.3425, "species": ["O", "N", "N", "C", "C", "C", "C", "H", "H", "H", "H", "H", "H", "H", "H"], "xyz": [[1.088, 0.676, 1.488], [1.928, -0.130, 0.598], [1.174, -1.314, 0.268], [-0.610, 1.249, -0.350], [-0.198, -0.849, 0.141], [-0.218, 0.557, 0.974], [-0.481, -0.078, -1.155], [-1.258, -0.472, -1.726], [-1.526, 1.683, -0.213], [2.813, -0.196, 1.116], [0.239, -0.209, -1.884], [-1.061, 0.502, 1.682], [-0.914, -1.647, 0.192], [-0.056, 2.154, -0.790], [1.402, -1.939, 0.986]], "nbo_charge": [-0.41, -0.24, -0.45, -0.44, -0.08, 0.07, -0.43, 0.20, 0.21, 0.36, 0.22, 0.20, 0.21, 0.22, 0.35]}

Which of them is the most stable? Correct choice: entry two.

Entry one
{"formula": "C14H14N2O2S", "method": "ωB97M-V/def2-TZVPD", "orbital_gap_ha": 0.3229, "species": ["S", "O", "O", "N", "N", "C", "C", "C", "C", "C", "C", "C", "C", "C", "C", "C", "C", "C", "C", "H", "H", "H", "H", "H", "H", "H", "H", "H", "H", "H", "H", "H", "H"], "xyz": [[1.527, 1.078, -2.061], [3.013, -1.759, -1.210], [1.163, 0.234, 1.908], [-0.297, -1.866, 1.738], [1.320, -1.552, 0.077], [2.327, -1.062, -0.365], [-3.460, 1.206, 2.029], [2.512, 0.500, -0.412], [-3.628, -0.502, 0.430], [-4.282, -0.057, 1.543], [-0.657, -0.409, -1.732], [-2.372, 1.666, 1.425], [-1.743, -0.716, -1.237], [-2.439, -0.244, -0.277], [-0.545, 1.211, -0.236], [-1.677, 1.032, 0.396], [0.010, 0.640, -1.138], [0.789, -0.890, 1.320], [4.070, 0.953, -0.666], [-0.156, -0.762, -2.607], [-5.190, -0.181, 1.726], [1.338, -2.575, 0.235], [-0.662, -2.543, 1.142], [4.184, 1.850, -0.817], [4.464, 0.254, -1.691], [-0.937, -1.351, 2.475], [-4.302, -1.410, -0.078], [-3.916, 1.484, 3.051], [-0.017, 2.213, 0.312], [2.376, 0.798, 0.462], [-1.677, 2.462, 1.976], [-2.460, -1.899, -1.791], [4.705, 0.604, 0.183]], "nbo_charge": [0.23, -0.63, -0.60, -0.87, -0.64, 0.63, -0.18, -0.28, -0.15, -0.19, -0.31, -0.26, -0.01, -0.13, -0.25, 0.03, -0.11, 0.82, -0.55, 0.25, 0.19, 0.43, 0.40, 0.17, 0.22, 0.43, 0.18, 0.22, 0.20, 0.20, 0.22, 0.12, 0.21]}

Entry two
{"formula": "C14H14N2O2S", "method": "ωB97M-V/def2-TZVPD", "smiles": "CSc1ccccc1NC(=O)c1noc2c1CCC2", "orbital_gap_ha": 0.3131, "species": ["S", "O", "O", "N", "N", "C", "C", "C", "C", "C", "C", "C", "C", "C", "C", "C", "C", "C", "C", "H", "H", "H", "H", "H", "H", "H", "H", "H", "H", "H", "H", "H", "H"], "xyz": [[-2.077, 0.326, 0.271], [2.684, 1.524, -0.892], [3.956, -2.528, 0.126], [3.896, -1.117, -0.243], [0.839, 0.977, 0.113], [2.657, -0.711, -0.161], [-1.403, 1.828, -0.297], [-2.290, 2.809, -0.662], [2.082, -4.096, 0.877], [-0.491, 4.313, -0.753], [1.919, -1.758, 0.526], [-0.025, 1.998, -0.261], [0.526, -3.654, 0.942], [2.066, 0.666, -0.431], [0.444, -2.119, 0.646], [2.746, -2.803, 0.649], [-3.812, 0.394, -0.312], [-1.830, 4.026, -0.937], [0.411, 3.380, -0.504], [0.361, 0.190, 0.556], [0.056, -1.723, 1.515], [0.133, -3.974, 1.916], [-0.166, 5.323, -0.832], [-3.297, 2.641, -0.615], [2.388, -4.701, 1.735], [1.439, 3.557, -0.480], [2.118, -4.767, 0.014], [-2.484, 4.844, -1.172], [-3.878, 0.866, -1.296], [-0.233, -1.859, -0.125], [-4.131, -0.642, -0.461], [-4.553, 0.978, 0.307], [-0.051, -4.189, 0.241]], "nbo_charge": [0.21, -0.53, -0.28, -0.06, -0.62, 0.05, -0.12, -0.26, -0.45, -0.23, -0.15, 0.11, -0.36, 0.67, -0.45, 0.33, -0.75, -0.19, -0.18, 0.40, 0.21, 0.21, 0.21, 0.21, 0.23, 0.24, 0.23, 0.21, 0.23, 0.23, 0.24, 0.22, 0.21]}

Which of them is the most stable? Correct choice: entry two.

Entry one
{"formula": "C2H4N2S", "method": "ωB97M-V/def2-TZVPD", "orbital_gap_ha": 0.3001, "species": ["S", "N", "N", "C", "C", "H", "H", "H", "H"], "xyz": [[0.971, 0.545, 0.667], [-4.489, -1.139, 0.986], [-0.290, 0.984, -0.009], [2.214, 0.284, -0.664], [-3.358, -0.903, 0.865], [2.114, -0.636, -1.279], [2.137, 1.023, -1.424], [3.073, 0.320, 0.018], [-2.373, -0.480, 0.841]], "nbo_charge": [0.86, -0.31, -0.72, -0.86, 0.07, 0.25, 0.25, 0.22, 0.24]}

Entry two
{"formula": "C2H4N2S", "method": "ωB97M-V/def2-TZVPD", "orbital_gap_ha": [0.3003, 0.2267], "species": ["S", "N", "N", "C", "C", "H", "H", "H", "H"], "xyz": [[-0.796, 1.377, 1.476], [-0.063, -2.234, 1.085], [-0.190, 0.269, -1.393], [0.163, -1.299, 0.451], [0.601, -0.199, -0.413], [1.465, 0.338, -0.257], [-0.138, 0.564, 2.210], [-1.086, -0.008, -1.565], [0.043, 1.192, -1.594]], "nbo_charge": [-0.37, -0.27, -0.69, 0.19, 0.01, 0.23, 0.10, 0.40, 0.39]}

Which of them is the most stable? Correct choice: entry two.

Entry one
{"formula": "C2H4N2S", "method": "ωB97M-V/def2-TZVPD", "smiles": "CN(S)C#N", "orbital_gap_ha": 0.3627, "species": ["S", "N", "N", "C", "C", "H", "H", "H", "H"], "xyz": [[0.025, -1.822, -0.084], [-0.100, -0.222, 0.552], [2.404, 0.864, -0.296], [-0.968, 0.636, -0.219], [1.462, 0.399, 0.167], [0.463, -2.338, 1.019], [-0.980, 1.589, 0.284], [-0.382, 0.762, -1.178], [-1.925, 0.133, -0.246]], "nbo_charge": [0.21, -0.51, -0.37, -0.44, 0.34, 0.11, 0.22, 0.20, 0.22]}

Entry two
{"formula": "C2H4N2S", "method": "ωB97M-V/def2-TZVPD", "orbital_gap_ha": 0.2744, "species": ["S", "N", "N", "C", "C", "H", "H", "H", "H"], "xyz": [[0.381, -0.115, 1.478], [-2.401, 0.054, 2.772], [0.913, 0.592, 0.201], [0.062, 0.756, -0.933], [-1.312, 0.468, 2.734], [-0.020, 1.752, -1.167], [-3.355, -0.308, 2.734], [-0.914, 0.362, -0.811], [0.597, 0.251, -1.721]], "nbo_charge": [0.43, -0.68, -0.61, -0.45, 0.27, 0.20, 0.46, 0.17, 0.21]}

Which of them is the most stable? Correct choice: entry one.

Entry one
{"formula": "C2H4N2S", "method": "ωB97M-V/def2-TZVPD", "orbital_gap_ha": 0.3334, "species": ["S", "N", "N", "C", "C", "H", "H", "H", "H"], "xyz": [[0.406, -0.565, 2.065], [0.999, 0.289, -0.477], [0.357, -0.553, -1.142], [1.473, 0.223, 0.845], [-0.123, -1.215, -2.011], [-0.155, -1.538, 0.936], [1.748, 1.177, 1.344], [-0.075, -2.054, -2.704], [2.419, -0.483, 0.854]], "nbo_charge": [-0.06, -0.34, -0.01, -0.37, -0.03, 0.13, 0.23, 0.25, 0.19]}

Entry two
{"formula": "C2H4N2S", "method": "ωB97M-V/def2-TZVPD", "orbital_gap_ha": [0.2690, 0.2626], "species": ["S", "N", "N", "C", "C", "H", "H", "H", "H"], "xyz": [[2.183, -0.484, 0.031], [-0.057, 2.367, -0.079], [-1.176, -0.890, -0.326], [-0.231, 1.255, 0.156], [-0.436, -0.094, 0.459], [-1.216, -1.874, -0.119], [-0.242, -0.413, 1.475], [-1.309, -0.626, -1.290], [2.482, 0.759, -0.306]], "nbo_charge": [-0.49, -0.24, -0.71, 0.18, 0.06, 0.41, 0.26, 0.41, 0.12]}

Which of them is the most stable? Correct choice: entry two.

Entry one
{"formula": "C2H4N2S", "method": "ωB97M-V/def2-TZVPD", "smiles": "[H]/N=C(/N)C=S", "orbital_gap_ha": 0.2803, "species": ["S", "N", "N", "C", "C", "H", "H", "H", "H"], "xyz": [[1.320, -0.196, -1.256], [-1.192, 0.511, 1.898], [-1.346, -0.515, -0.157], [0.540, 0.397, 0.253], [-0.753, 0.174, 0.723], [1.319, 0.930, 0.914], [-0.265, 0.642, 2.349], [-0.891, -0.959, -1.034], [-2.236, -0.866, -0.178]], "nbo_charge": [-0.03, -0.62, -0.75, -0.20, 0.25, 0.22, 0.33, 0.41, 0.39]}

Entry two
{"formula": "C2H4N2S", "method": "ωB97M-V/def2-TZVPD", "orbital_gap_ha": [0.2965, 0.2845], "species": ["S", "N", "N", "C", "C", "H", "H", "H", "H"], "xyz": [[1.693, 0.842, 1.225], [-0.945, 1.138, 0.689], [-0.082, -1.866, -0.337], [0.266, -0.709, -0.445], [0.254, 0.534, 0.412], [-0.939, 1.952, 1.165], [0.228, -2.620, -0.911], [-1.837, 0.751, 0.328], [1.362, -0.022, -2.126]], "nbo_charge": [-0.08, -0.75, -0.63, 0.33, 0.00, 0.40, 0.40, 0.41, -0.09]}

Which of them is the most stable? Correct choice: entry one.